[1]
{
  "formula": "C23H45NO9S3",
  "method": "ωB97M-V with the def2-TZVPD basis set",
  "smiles": "O=S1(=O)CCCC1.O=S1(=O)CCCC1.O=S1(=O)CCCC1.CC(C)=O.CC(C)=O.CC(C)=O.CC#N",
  "max_force_ev_per_a": 4.0,
  "multiplicity": 1,
  "total_charge": 0,
  "elements": ["C", "C", "O", "C", "H", "H", "H", "H", "H", "H", "C", "C", "O", "C", "H", "H", "H", "H", "H", "H", "C", "C", "O", "C", "H", "H", "H", "H", "H", "H", "C", "C", "N", "H", "H", "H", "C", "C", "C", "S", "O", "O", "C", "H", "H", "H", "H", "H", "H", "H", "H", "C", "C", "C", "S", "O", "O", "C", "H", "H", "H", "H", "H", "H", "H", "H", "C", "C", "C", "S", "O", "O", "C", "H", "H", "H", "H", "H", "H", "H", "H"],
  "coordinates": [[2.3885, -0.1374, -3.2485], [3.1591, 0.8733, -2.4564], [3.0043, 2.0858, -2.6046], [4.3065, 0.3458, -1.6300], [2.7414, -1.0570, -2.7818], [2.6368, -0.0532, -4.3065], [1.3095, -0.0037, -3.1713], [5.0943, -0.3387, -1.9446], [3.8785, -0.1970, -0.7872], [4.7700, 1.1855, -1.1123], [-1.3710, -4.1326, -2.1300], [-0.2086, -3.3044, -2.5973], [-0.3100, -2.1288, -2.8474], [1.0804, -4.0100, -2.7846], [-1.3691, -4.6240, -1.1570], [-1.6185, -4.9112, -2.8515], [-2.2903, -3.5587, -2.2474], [1.3085, -4.2695, -3.8184], [1.0909, -4.9752, -2.2782], [1.9448, -3.5440, -2.3117], [-2.2294, 0.0019, -4.5707], [-2.6471, 0.3567, -6.0212], [-1.9575, 0.1035, -6.9760], [-3.9968, 1.1585, -6.1735], [-1.9493, 0.8826, -3.9927], [-1.4167, -0.7227, -4.5206], [-3.1616, -0.4336, -4.2109], [-4.5840, 1.3130, -5.2683], [-4.5832, 0.5978, -6.9015], [-3.8185, 2.0768, -6.7331], [-0.0760, 0.1581, -0.6898], [0.9941, -0.7564, -0.2414], [1.8856, -1.4458, 0.0766], [-1.0848, -0.0596, -0.3392], [-0.1400, 0.2828, -1.7708], [0.1002, 1.1406, -0.2520], [-3.1379, -1.0844, 4.5861], [-3.6681, 0.3756, 4.4354], [-4.3516, 0.3879, 3.1112], [-3.0922, -0.1699, 1.9570], [-2.1650, 0.8938, 1.7645], [-3.7670, -0.7489, 0.8059], [-2.4582, -1.4522, 3.2039], [-4.0337, -1.6521, 4.8378], [-2.3786, -1.2177, 5.3566], [-2.8488, 1.0945, 4.4246], [-4.2668, 0.7049, 5.2846], [-4.8028, 1.3108, 2.7469], [-5.0904, -0.4079, 3.0157], [-1.3682, -1.4564, 3.2043], [-2.8684, -2.4075, 2.8764], [0.9224, 4.4221, 0.1065], [1.5529, 4.4470, -1.3609], [1.4966, 5.8999, -1.9554], [1.2978, 7.0620, -0.5146], [0.0184, 7.6695, -0.5506], [2.4666, 7.8229, -0.2588], [1.2894, 5.7197, 0.8125], [1.1459, 3.5464, 0.7158], [-0.1440, 4.2854, -0.0730], [1.1385, 3.7206, -2.0599], [2.5822, 4.1552, -1.1525], [0.5818, 6.0918, -2.5162], [2.4066, 6.1722, -2.4899], [0.7425, 6.0853, 1.6816], [2.3564, 5.5803, 0.9861], [2.3068, -3.8476, 3.4333], [2.8486, -3.5872, 4.8811], [2.4107, -2.1766, 5.3621], [0.7761, -2.0276, 4.7262], [0.5585, -0.7676, 3.9425], [-0.2076, -2.5717, 5.6944], [0.8403, -3.3247, 3.3361], [2.2710, -4.9142, 3.2118], [2.8897, -3.3723, 2.6443], [3.9345, -3.5113, 4.8244], [2.5701, -4.3685, 5.5883], [2.9771, -1.4858, 4.7374], [2.6158, -2.0345, 6.4231], [0.7221, -2.6884, 2.4590], [0.0495, -4.0717, 3.4057]],
  "lowdin_charge": [-0.0165, -0.4671, 0.0396, -0.0336, 0.0649, 0.1011, 0.0569, 0.0895, 0.0470, 0.0807, -0.0180, -0.4889, 0.0537, -0.0247, 0.0880, 0.0863, 0.0816, 0.0957, 0.0761, 0.0749, -0.0197, -0.4577, 0.0605, -0.0233, 0.0819, 0.0542, 0.0768, 0.0685, 0.0732, 0.0754, -0.0434, -0.2226, 0.1455, 0.0608, 0.0570, 0.0783, -0.1716, -0.2346, -0.2572, 0.6704, -0.3174, -0.3452, -0.1610, 0.1104, 0.0903, 0.1136, 0.1155, 0.1147, 0.1047, 0.0401, 0.0933, -0.2294, -0.1956, -0.1799, 0.6493, -0.3206, -0.3280, -0.2012, 0.1021, 0.1011, 0.0933, 0.0928, 0.0894, 0.0964, 0.1023, 0.0929, -0.1960, -0.2032, -0.2367, 0.7453, -0.3736, -0.3613, -0.1777, 0.1052, 0.1059, 0.1085, 0.1148, 0.1056, 0.1178, 0.0616, 0.1005]
}


[2]
{
  "formula": "C5H20N2O5",
  "method": "ωB97M-V with the def2-TZVPD basis set",
  "smiles": "CN(CC=O)CCN.O.O.O.O",
  "max_force_ev_per_a": 2.3,
  "multiplicity": 1,
  "total_charge": 0,
  "elements": ["N", "C", "C", "N", "C", "C", "C", "O", "H", "H", "H", "H", "H", "H", "H", "H", "H", "H", "H", "H", "H", "H", "O", "H", "H", "O", "H", "H", "O", "H", "H", "O"],
  "coordinates": [[-1.0845, -2.2681, -0.2712], [-2.1556, -1.5744, -0.9285], [-1.7455, -0.3716, -1.8277], [-0.8068, 0.4750, -1.0944], [-1.5160, 1.3586, -0.1449], [0.1803, 1.1988, -1.8779], [1.4288, 1.3755, -1.0475], [2.5220, 1.1845, -1.5397], [-0.7376, -1.7450, 0.5142], [-0.3461, -2.5893, -0.8747], [-2.8374, -1.0821, -0.2295], [-2.7765, -2.2870, -1.4680], [-2.5958, 0.1774, -2.2461], [-1.2142, -0.7074, -2.7282], [-2.1058, 2.0310, -0.7876], [-2.0637, 0.9695, 0.7032], [-0.7572, 1.9944, 0.3096], [-0.1622, 2.1528, -2.3087], [0.4215, 0.5592, -2.7165], [1.4495, 1.8425, -0.0534], [-0.8614, -0.2565, 2.1186], [-1.2643, 0.1466, 3.5578], [-0.7545, 0.4221, 2.7894], [1.7690, -1.9486, 1.3100], [1.7105, -0.6465, 1.8885], [1.2811, -1.5126, 2.0314], [1.1678, 1.5271, 2.4449], [2.7266, 0.9638, 2.8442], [1.9973, 1.0882, 2.2450], [3.4103, -0.7553, -0.8292], [2.7198, -0.4541, 0.3342], [3.0006, -1.2685, -0.1174]],
  "nbo_charge": [-0.8377, -0.2212, -0.2323, -0.4447, -0.4301, -0.3220, 0.4401, -0.5572, 0.3690, 0.3668, 0.1794, 0.1920, 0.1701, 0.1845, 0.1685, 0.2189, 0.1929, 0.1870, 0.2268, 0.1403, 0.4863, 0.4818, -0.9640, 0.4803, 0.4715, -0.9759, 0.5274, 0.5080, -1.0072, 0.4889, 0.4627, -0.9508]
}


Values for orbital gap, eV, ordered as above
9.668; 9.295
Values for energy above the lowest of the compared OMol25 structures with the same formula, charge and spin, eV, ordered as above
2.370; 3.028
Values for total energy, eV, ordered as above
-77000.3535; -18725.5449